ORCA calculation (ωB97M-V/def2-TZVPD) on a structure of composition C26H25BrF3NO5ReS2Si in a non-equilibrium geometry.

The value obtained for the total energy is -5473.95321 hartree. The gap between HOMO and LUMO (spin up / spin down) comes out at 5.226 / 5.597 eV. As for the max |F|: 0.0804 hartree/bohr. As for the net charge: +2. The HOMO energy (spin up / spin down) comes out at -13.68 / -13.68 eV. As for the spin multiplicity: 2. The expectation value of S² is 0.76. As for the relative energy (zero: lowest compared OMol25 entry of this formula, charge and spin): 71.87 kJ/mol.

Geometry (Å):
Re  -0.40  -0.08  -2.09
Br  -1.48  5.42  -0.95
C  -0.68  4.18  -2.11
C  -0.06  4.57  -3.28
C  0.50  3.59  -4.09
C  0.40  2.27  -3.72
N  -0.22  1.90  -2.58
C  -0.74  2.85  -1.78
H  0.00  5.62  -3.56
H  1.02  3.85  -5.00
H  0.84  1.49  -4.32
H  -1.17  2.51  -0.85
O  0.52  0.14  -0.52
Si  1.00  -0.40  1.00
C  -0.24  0.27  2.24
C  -0.89  1.49  2.02
C  -1.78  2.00  2.95
C  -2.05  1.28  4.11
C  -1.42  0.06  4.34
C  -0.52  -0.44  3.40
C  0.92  -2.26  1.07
C  2.08  -3.03  1.12
C  1.99  -4.42  1.20
C  0.75  -5.04  1.22
C  -0.41  -4.28  1.15
C  -0.33  -2.90  1.08
C  2.72  0.20  1.35
C  3.26  0.05  2.63
C  4.56  0.46  2.88
C  5.32  1.03  1.87
C  4.79  1.19  0.60
C  3.49  0.78  0.34
H  -0.66  2.07  1.12
H  -2.26  2.96  2.78
H  -2.74  1.67  4.84
H  -1.62  -0.49  5.24
H  -0.03  -1.39  3.60
H  3.06  -2.56  1.11
H  2.90  -5.01  1.25
H  0.69  -6.12  1.29
H  -1.38  -4.77  1.18
H  -1.24  -2.31  1.04
H  2.67  -0.39  3.43
H  4.98  0.33  3.87
H  6.33  1.36  2.08
H  5.38  1.64  -0.19
H  3.07  0.91  -0.65
C  -4.63  -0.63  -1.00
S  -3.59  0.73  -1.50
C  -3.99  1.86  -0.17
O  -2.17  0.21  -1.08
H  -4.26  -0.99  -0.05
H  -4.56  -1.40  -1.77
H  -5.66  -0.28  -0.92
H  -5.04  2.11  -0.26
H  -3.39  2.77  -0.28
H  -3.77  1.37  0.78
F  1.13  -3.47  -2.63
C  -0.04  -3.01  -2.94
F  -0.84  -3.94  -3.36
F  -0.59  -2.41  -1.80
S  0.12  -1.58  -4.12
O  0.42  -2.01  -5.41
O  1.12  -0.75  -3.37
O  -1.18  -0.85  -3.86

Atom charges from the Löwdin analysis, given in e for atoms 1 to 8: 1.6443 0.8704 -0.6427 -0.0328 0.0089 -0.0618 -0.1087 -0.1606